Formula: C9H10AlF3NO4S3
Source: the Open Molecules 2025 dataset
Level of theory: the ωB97M-V functional and the def2-TZVPD basis

The geometry in ORCA input format:
```
! wB97M-V def2-TZVPD RIJCOSX def2/J DEFGRID3
* xyz -1 1
Al 0.46944 0.85312 0.21539
F -3.93365 -1.72612 -1.28672
C -3.43061 -1.20464 -2.42281
F -2.66081 -2.14918 -2.99168
F -4.48870 -1.02169 -3.25916
C -2.70931 0.08492 -2.18915
C -3.12055 1.23747 -2.81784
C -2.45683 2.44324 -2.58180
C -1.41154 2.44451 -1.68780
N -1.00778 1.33633 -1.07081
C -1.58866 0.12951 -1.31396
S -0.84277 -1.14148 -0.50570
H -3.96128 1.20422 -3.49768
H -2.76016 3.35068 -3.08202
H -0.85936 3.34009 -1.42927
C 2.18358 -0.41094 3.28293
C 0.68713 -0.25285 3.03515
C -0.01911 -1.60610 3.07841
O 0.46961 0.36396 1.81403
H 2.37546 -0.81470 4.28093
H 2.67442 0.55422 3.17347
H 2.60230 -1.08630 2.53334
H 0.26197 0.38926 3.81954
H 0.41138 -2.26378 2.31991
H -1.08186 -1.48911 2.86042
H 0.09784 -2.06812 4.06194
O 0.91023 2.62504 0.32107
S 2.42604 2.48187 0.12646
O 2.91635 3.55112 -0.70663
O 3.08689 2.32381 1.39446
S 2.45713 0.70326 -0.90256
*
```

Values from the calculation:
Strongest force on any atom: 1.4 eV/Å
Lowest unoccupied orbital energy: 2.709 eV
Gap between HOMO and LUMO: 8.23 eV

Partial atomic charges computed with the Mulliken method, in multiples of e:
1. Al 0.062
2. F -0.229
3. C 0.613
4. F -0.224
5. F -0.320
6. C -0.089
7. C -0.073
8. C -0.948
9. C -0.055
10. N -0.102
11. C 0.354
12. S -0.500
13. H 0.478
14. H 0.381
15. H 0.505
16. C -1.258
17. C 0.553
18. C -1.297
19. O -0.027
20. H 0.428
21. H 0.270
22. H 0.270
23. H 0.218
24. H 0.250
25. H 0.291
26. H 0.424
27. O -0.358
28. S 1.079
29. O -0.703
30. O -0.610
31. S -0.382

Formula: C9H10AuClN3O9
Source: the Open Molecules 2025 dataset
Level of theory: the ωB97M-V functional and the def2-TZVPD basis

The geometry in ORCA input format:
```
! wB97M-V def2-TZVPD RIJCOSX def2/J DEFGRID3
* xyz 1 3
Au 0.26686 1.78670 -1.00887
O 2.43354 4.98383 -1.14356
Cl 2.09497 3.86017 -0.36668
O 2.64926 3.87247 0.93442
O 2.42778 2.59283 -1.07054
O 0.58187 3.75389 -0.26263
O -1.93382 1.82913 -1.27991
C -2.63201 0.84125 -1.12789
C -2.17683 -0.55805 -1.06856
C -3.12118 -1.49754 -0.77345
C -2.77420 -2.86149 -0.74362
C -1.50374 -3.33235 -1.04776
C -0.53822 -2.41965 -1.38339
C -0.81753 -0.99783 -1.37476
O 0.13071 -0.22959 -1.65398
N -3.83362 -3.83709 -0.39160
O -4.93390 -3.38118 -0.18471
O -3.50572 -4.99585 -0.34451
H -3.71572 0.98928 -1.03756
H -4.14691 -1.21973 -0.56515
H -1.30826 -4.39497 -1.01991
H 0.46907 -2.71738 -1.63943
C 3.21516 -0.19206 0.57465
N 2.85780 0.56501 1.76177
C 1.61026 1.02150 1.96604
N 1.38134 1.73002 3.09580
O 0.67202 0.77120 1.17900
H 4.02981 -0.86955 0.81915
H 3.52599 0.45174 -0.25045
H 2.35271 -0.77340 0.26158
H 3.60525 0.95623 2.31288
H 2.13814 2.06665 3.66651
H 0.49909 2.20579 3.16712
*
```

Values from the calculation:
<S²>: 2.047
Strongest force on any atom: 0.5 eV/Å
Lowest unoccupied orbital energy (spin up / spin down): -4.916 / -7.676 eV
Gap between HOMO and LUMO (spin up / spin down): 7.97 / 5.21 eV
Energy relative to the best compared isomer or geometry (same formula, charge and spin): 0.0 kcal/mol

Partial atomic charges computed with the Mulliken method, in multiples of e:
1. Au 1.193
2. O -0.546
3. Cl 1.788
4. O -0.516
5. O -0.668
6. O -0.604
7. O -0.582
8. C 0.031
9. C 0.316
10. C -0.467
11. C -0.143
12. C -0.492
13. C -0.360
14. C 0.803
15. O -0.798
16. N 1.021
17. O -0.572
18. O -0.564
19. H 0.468
20. H 0.528
21. H 0.530
22. H 0.506
23. C -0.634
24. N -0.146
25. C 0.583
26. N -0.443
27. O -0.598
28. H 0.345
29. H 0.225
30. H 0.154
31. H 0.224
32. H 0.185
33. H 0.233